Record 1
The following is a DFT calculation (ωB97M-V/def2-TZVPD) of the molecule C12H18O5S at a distorted geometry.

Properties
Molecular weight in g mol⁻¹: 274.3
HOMO level in eV: -8.90
Frontier orbital gap in eV: 8.10
SMILES: CCOC(=O)C(=O)/C=C/[C@@H](SCC)C(=O)OCC
DFT total energy in eV: -33807.4600

Each atom is followed by the atoms it is bonded to, with distances in Å.
Positions of all 36 atoms, in Å:
1 C -4.531 2.432 -4.566  C2 1.545, H19 1.096, H20 1.099, H21 1.129
2 C -3.521 3.520 -4.138  C1 1.545, O3 1.457, H22 1.075, H23 1.113
3 O -3.081 3.269 -2.772  C2 1.457, C4 1.386
4 C -2.036 2.385 -2.556  O3 1.386, O5 1.249, C6 1.517
5 O -1.374 1.805 -3.442  C4 1.249
6 C -1.674 2.159 -1.100  C4 1.517, O7 1.257, C8 1.495
7 O -2.146 2.794 -0.122  C6 1.257
8 C -0.770 1.014 -0.780  C6 1.495, C9 1.384, H24 1.061
9 C -0.018 1.018 0.382  C8 1.384, C10 1.512, H25 1.077
10 C 0.889 -0.133 0.752  C9 1.512, S11 1.861, C14 1.556, H26 1.112
11 S 2.617 0.441 1.139  C10 1.861, C12 1.807
12 C 3.557 -1.010 1.662  S11 1.807, C13 1.542, H27 1.117, H28 1.090
13 C 5.055 -0.765 1.390  C12 1.542, H29 1.099, H30 1.104, H31 1.084
14 C 0.326 -0.887 1.991  C10 1.556, O15 1.199, O16 1.335
15 O -0.220 -0.288 2.875  C14 1.199
16 O 0.545 -2.204 1.977  C14 1.335, C17 1.429
17 C 0.333 -2.823 3.247  O16 1.429, C18 1.533, H32 1.078, H33 1.105
18 C 0.840 -4.261 3.084  C17 1.533, H34 1.090, H35 1.107, H36 1.071
19 H -4.868 2.624 -5.592  C1 1.096
20 H -4.024 1.457 -4.543  C1 1.099
21 H -5.430 2.410 -3.883  C1 1.129
22 H -4.042 4.460 -4.162  C2 1.075
23 H -2.677 3.584 -4.860  C2 1.113
24 H -0.574 0.249 -1.489  C8 1.061
25 H -0.154 1.876 1.018  C9 1.077
26 H 0.948 -0.864 -0.084  C10 1.112
27 H 3.196 -1.887 1.072  C12 1.117
28 H 3.427 -1.212 2.725  C12 1.090
29 H 5.409 0.109 1.955  C13 1.099
30 H 5.631 -1.641 1.737  C13 1.104
31 H 5.239 -0.604 0.334  C13 1.084
32 H -0.707 -2.851 3.532  C17 1.078
33 H 0.914 -2.325 4.044  C17 1.105
34 H 1.894 -4.271 2.805  C18 1.090
35 H 0.265 -4.835 2.333  C18 1.107
36 H 0.761 -4.744 4.037  C18 1.071


Record 2
The following is a DFT calculation (ωB97M-V/def2-TZVPD) of a cluster of 3 separate species, C12H18O9 in total at a distorted geometry.

Properties
Molecular weight in g mol⁻¹: 306.3
HOMO level in eV: -10.61
Frontier orbital gap in eV: 10.85
SMILES: C[C@H]1COC(=O)O1.C[C@H]1COC(=O)O1.C[C@H]1COC(=O)O1
DFT total energy in eV: -31163.1863
Energy relative to the best compared isomer or geometry (same formula, charge and spin) in kJ/mol: 125.7

Each atom is followed by the atoms it is bonded to, with distances in Å.
Positions of all 39 atoms, in Å:
1 C -0.835 4.671 -0.586  C2 1.535, H8 1.098, H9 1.082, H10 1.091
2 C 0.021 3.601 -1.276  C1 1.535, C3 1.534, O7 1.439, H11 1.088
3 C 1.420 4.126 -1.621  C2 1.534, O4 1.380, H12 1.102, H13 1.100
4 O 2.368 3.285 -1.074  C3 1.380, C5 1.362
5 C 1.735 2.470 -0.185  O4 1.362, O6 1.183, O7 1.354
6 O 2.199 1.816 0.685  C5 1.183
7 O 0.394 2.587 -0.326  C2 1.439, C5 1.354
8 H -1.834 4.226 -0.484  C1 1.098
9 H -0.925 5.631 -1.080  C1 1.082
10 H -0.557 4.677 0.469  C1 1.091
11 H -0.365 3.149 -2.188  C2 1.088
12 H 1.447 5.196 -1.357  C3 1.102
13 H 1.496 4.308 -2.704  C3 1.100
14 C -1.481 1.294 1.956  C15 1.518, H21 1.090, H22 1.099, H23 1.088
15 C -0.875 -0.046 1.580  C14 1.518, C16 1.515, O20 1.429, H24 1.093
16 C 0.055 -0.666 2.602  C15 1.515, O17 1.428, H25 1.090, H26 1.092
17 O -0.578 -1.898 2.952  C16 1.428, C18 1.360
18 C -1.642 -2.120 2.134  O17 1.360, O19 1.188, O20 1.325
19 O -2.172 -3.174 1.997  C18 1.188
20 O -1.867 -1.054 1.380  C15 1.429, C18 1.325
21 H -1.804 1.955 1.152  C14 1.090
22 H -0.600 1.857 2.294  C14 1.099
23 H -2.254 1.292 2.723  C14 1.088
24 H -0.427 0.060 0.588  C15 1.093
25 H 0.202 -0.045 3.486  C16 1.090
26 H 1.045 -0.847 2.179  C16 1.092
27 C 0.690 -2.241 -2.083  C28 1.518, H34 1.092, H35 1.095, H36 1.090
28 C 0.884 -3.680 -1.641  C27 1.518, C29 1.528, O33 1.439, H37 1.090
29 C 1.076 -3.844 -0.133  C28 1.528, O30 1.434, H38 1.087, H39 1.086
30 O -0.027 -4.687 0.223  C29 1.434, C31 1.331
31 C -0.869 -4.913 -0.782  O30 1.331, O32 1.183, O33 1.363
32 O -1.864 -5.552 -0.730  C31 1.183
33 O -0.385 -4.305 -1.902  C28 1.439, C31 1.363
34 H 1.558 -1.600 -1.912  C27 1.092
35 H -0.158 -1.823 -1.530  C27 1.095
36 H 0.360 -2.130 -3.116  C27 1.090
37 H 1.622 -4.220 -2.234  C28 1.090
38 H 0.999 -2.915 0.426  C29 1.087
39 H 1.948 -4.440 0.119  C29 1.086


Record 3
The following is a DFT calculation (ωB97M-V/def2-TZVPD) of a cluster of 2 separate species, C12H18OSi in total at a distorted geometry.

Properties
Molecular weight in g mol⁻¹: 206.4
HOMO level (spin up / spin down) in eV: -7.22 / -6.27
Frontier orbital gap (spin up / spin down) in eV: 7.37 / 6.96
DFT total energy in eV: -22659.0383
Energy relative to the best compared isomer or geometry (same formula, charge and spin) in kJ/mol: 323.1

Each atom is followed by the atoms it is bonded to, with distances in Å.
Positions of all 32 atoms, in Å:
1 C -3.203 2.092 0.425  C2 1.385, C3 1.386, H15 1.079
2 C -3.226 1.548 -0.848  C1 1.385, C4 1.381, H16 1.081
3 C -2.466 1.469 1.421  C1 1.386, C5 1.381, H17 1.079
4 C -2.520 0.393 -1.121  C2 1.381, C6 1.397, H18 1.081
5 C -1.758 0.317 1.141  C3 1.381, C6 1.395, H19 1.078
6 C -1.779 -0.256 -0.130  C4 1.397, C5 1.395, Si14 1.869
7 C -0.075 -2.978 1.964  C8 1.327, H20 1.079, H21 1.077
8 C -0.457 -3.127 0.702  C7 1.327, Si14 1.862, H22 1.083
9 C 4.002 0.849 0.251  C11 1.539, H23 1.087, H24 1.088, H25 1.088
10 C 1.241 1.411 -1.325  C12 1.494, H26 1.088, H27 1.097, H28 1.088
11 C 2.651 0.123 0.385  C9 1.539, C12 1.493, H29 1.091, H30 1.093
12 C 1.894 0.135 -0.902  C10 1.494, C11 1.493, H31 1.082
13 O -1.185 -2.509 -1.911  Si14 1.635, H32 0.951
14 Si -0.741 -1.759 -0.528  C6 1.869, C8 1.862, O13 1.635
15 H -3.749 2.998 0.639  C1 1.079
16 H -3.795 2.032 -1.630  C2 1.081
17 H -2.442 1.889 2.415  C3 1.079
18 H -2.548 -0.010 -2.124  C4 1.081
19 H -1.180 -0.154 1.919  C5 1.078
20 H 0.102 -3.821 2.614  C7 1.079
21 H 0.066 -2.009 2.410  C7 1.077
22 H -0.553 -4.132 0.308  C8 1.083
23 H 3.844 1.894 -0.004  C9 1.087
24 H 4.599 0.390 -0.535  C9 1.088
25 H 4.558 0.800 1.184  C9 1.088
26 H 0.716 1.873 -0.491  C10 1.088
27 H 1.979 2.133 -1.697  C10 1.097
28 H 0.525 1.241 -2.127  C10 1.088
29 H 2.837 -0.908 0.693  C11 1.091
30 H 2.067 0.614 1.167  C11 1.093
31 H 2.325 -0.452 -1.702  C12 1.082
32 H -1.731 -2.086 -2.565  O13 0.951


Record 4
The following is a DFT calculation (ωB97M-V/def2-TZVPD) of the molecule C12H18Si at a distorted geometry.

Properties
Molecular weight in g mol⁻¹: 190.4
HOMO level in eV: -7.84
Frontier orbital gap in eV: 8.50
DFT total energy in eV: -20609.4893
Energy relative to the best compared isomer or geometry (same formula, charge and spin) in kJ/mol: 437.4

Each atom is followed by the atoms it is bonded to, with distances in Å.
Positions of all 31 atoms, in Å:
1 C -2.923 -0.845 0.064  C2 1.391, C4 1.392, H14 1.053
2 C -1.992 -1.877 0.129  C1 1.391, C5 1.420, H15 1.176
3 C -1.350 0.929 -0.054  C4 1.344, C7 1.446
4 C -2.627 0.513 -0.004  C1 1.392, C3 1.344, C9 1.508
5 C -0.578 -1.791 0.021  C2 1.420, C6 1.328, C10 1.491
6 C 0.070 -0.635 -0.060  C5 1.328, Si13 1.824
7 C -0.576 2.149 -0.004  C3 1.446, C8 1.548, H16 1.105, H17 1.081
8 C 0.806 1.873 0.636  C7 1.548, Si13 1.938, H18 1.074, H19 1.162
9 C -3.736 1.530 -0.098  C4 1.508, H20 1.120, H21 1.008, H22 1.196
10 C 0.210 -3.054 -0.071  C5 1.491, H23 1.167, H24 1.108, H25 1.199
11 C 3.009 -0.511 1.284  Si13 1.943, H26 1.146, H27 1.175, H28 1.015
12 C 2.400 0.098 -1.690  Si13 1.926, H29 1.197, H30 1.034, H31 1.116
13 Si 1.670 0.228 0.087  C6 1.824, C8 1.938, C11 1.943, C12 1.926
14 H -3.920 -1.179 0.019  C1 1.053
15 H -2.492 -2.941 0.106  C2 1.176
16 H -0.549 2.522 -1.044  C7 1.105
17 H -1.117 2.903 0.550  C7 1.081
18 H 1.498 2.691 0.715  C8 1.074
19 H 0.701 1.532 1.742  C8 1.162
20 H -3.242 2.535 -0.143  C9 1.120
21 H -4.309 1.229 -0.871  C9 1.008
22 H -4.431 1.662 0.866  C9 1.196
23 H 0.951 -3.063 -0.972  C10 1.167
24 H 0.855 -3.026 0.829  C10 1.108
25 H -0.561 -3.969 -0.150  C10 1.199
26 H 2.467 -0.302 2.272  C11 1.146
27 H 2.779 -1.656 1.157  C11 1.175
28 H 3.963 -0.231 1.082  C11 1.015
29 H 1.538 0.260 -2.505  C12 1.197
30 H 3.077 0.840 -1.935  C12 1.034
31 H 2.802 -0.872 -2.071  C12 1.116